Here is a cluster of 8 separate species, C3H24N2O8 in total at a distorted geometry from the Open Molecules 2025 dataset. Energies are from the ωB97M-V functional and the def2-TZVPD basis.

Geometry as XYZ:
```
37
Properties=species:S:1:pos:R:3:forces:R:3:mulliken_charge:R:1
C -0.4053 0.2614 2.0690 -0.6 0.9 -0.5 -0.495
C 0.7053 1.2820 1.7778 0.1 -0.6 0.5 -0.433
O 0.6552 2.2515 2.7792 0.4 0.7 0.2 -0.567
N -0.7790 -0.5122 0.8872 0.1 -0.1 0.4 0.074
C -1.8619 -1.4976 1.1314 0.2 0.3 -0.2 -0.630
N -2.6686 -1.7408 -0.0402 0.0 -0.4 -0.1 -0.617
H -1.2986 0.8505 2.3640 0.4 -0.3 -0.1 0.392
H -0.1163 -0.3161 2.9490 0.1 -0.3 0.1 0.273
H 1.6945 0.8118 1.8958 -0.2 0.0 -0.3 0.304
H 0.6605 1.6807 0.7480 -0.2 0.0 0.3 0.117
H -0.0821 2.8700 2.6018 0.0 -0.2 -0.1 0.439
H 0.0704 -0.9459 0.5207 -0.4 -0.1 -0.1 0.057
H -2.5185 -1.1030 1.9274 0.4 -0.1 -0.3 0.360
H -1.4613 -2.4672 1.4717 -0.1 0.2 0.0 0.330
H -2.0981 -2.1091 -0.7911 0.0 -0.1 0.0 0.253
H -3.0905 -0.8941 -0.4007 0.0 0.1 0.2 0.268
H -2.4051 2.7191 -0.8904 0.0 0.0 -0.2 0.350
H -2.1559 1.4129 -0.1954 0.1 -0.3 0.1 0.274
O -2.5900 2.2609 -0.0616 -0.2 0.2 0.2 -0.731
H 1.2001 -0.3380 -3.7711 -0.4 0.2 0.2 0.412
H 0.5882 0.4622 -4.9086 -0.2 0.1 0.0 0.315
O 0.4047 0.2084 -3.9974 0.5 -0.2 -0.3 -0.700
H 4.2848 -1.4977 -0.6546 -0.1 0.0 0.1 0.291
H 3.0787 -2.3995 -0.2165 0.3 0.3 -0.3 0.411
O 3.3422 -1.6423 -0.7857 0.1 0.0 0.2 -0.709
H 2.8719 -1.3767 -2.4270 -0.2 -0.4 -0.1 0.426
H 2.4094 -2.2759 -3.6512 0.2 0.5 0.4 0.299
O 2.5229 -1.3616 -3.3433 0.0 -0.2 -0.4 -0.747
H 1.6159 -2.7939 1.1926 -0.1 0.0 0.2 0.334
H 2.5638 -3.9218 1.6476 0.0 0.0 0.0 0.330
O 2.2456 -3.4467 0.8732 -0.1 -0.1 0.0 -0.697
H -0.4272 1.4410 -2.9000 -0.3 0.1 0.4 0.387
H -0.4042 1.5422 -1.3757 -0.1 0.1 -0.3 0.284
O -0.8973 1.8681 -2.1449 0.6 -0.3 -0.2 -0.679
H -1.8661 3.1663 1.1972 -0.2 0.2 0.4 0.437
H -2.2648 3.8711 2.5498 -0.1 -0.1 -0.1 0.308
O -1.5233 3.6801 1.9718 0.2 0.0 -0.3 -0.721
```
Positions in Å, forces in eV/Å.

molar mass	216.23	g mol⁻¹
SMILES	NCNCCO.O.O.O.O.O.O.O
energy relative to the best compared isomer or geometry (same formula, charge and spin)	11.91	kJ/mol
energy	-840.13228	Eh
orbital gap	9.25	eV

Here is a cluster of 10 separate species, C3H24NO10S in total at a distorted geometry from the Open Molecules 2025 dataset. Energies are from the ωB97M-V functional and the def2-TZVPD basis.

Geometry as XYZ:
```
39
Properties=species:S:1:pos:R:3:forces:R:3:mulliken_charge:R:1
O -1.2189 1.6173 2.4413 -1.7 0.3 -1.2 -0.734
C -2.0076 1.6808 1.4768 4.8 -1.4 -1.3 -0.153
N -1.5013 1.4527 0.1719 -2.4 0.8 2.7 0.497
C -2.2522 1.8805 -1.0147 -0.2 -0.4 0.2 -0.937
C -2.9584 0.6355 -1.6310 -1.0 0.0 -0.9 -0.496
S -1.7885 -0.7185 -2.0102 -0.2 0.1 0.0 -0.607
H -3.0349 1.8402 1.6539 -1.5 0.7 -0.3 0.431
H -0.8752 0.6542 0.0117 -0.2 0.5 0.1 0.033
H -1.3416 2.2607 -1.5849 -2.6 -1.4 -0.6 0.221
H -2.9985 2.7291 -0.7540 1.4 -1.3 -0.3 0.455
H -3.6583 0.8313 -2.4859 1.2 0.5 0.0 0.347
H -3.7600 0.2266 -0.9957 0.7 0.3 0.9 0.270
H 2.1742 -2.7798 2.4851 -0.7 0.1 -1.6 0.288
H 1.5821 -1.5440 3.3805 -0.8 -0.1 -0.8 0.329
O 2.1700 -2.2898 3.2757 1.3 0.1 2.6 -0.646
H -0.2521 0.4041 -2.1747 1.0 0.2 -0.1 -0.065
H 1.3241 0.9450 -2.4210 3.6 -1.9 -2.2 0.223
O 0.5271 1.1200 -2.0637 -4.4 1.3 2.2 -0.448
H 3.5801 0.1112 -1.1338 -1.1 0.0 0.2 0.365
H 4.4201 -0.1211 -2.1159 3.8 1.1 -2.4 0.312
O 3.6938 -0.5660 -1.8239 -2.1 -1.9 1.2 -0.640
H -0.7509 0.0702 3.0851 0.3 -0.2 0.7 0.424
H 0.3842 0.6005 3.9547 -1.8 -2.7 -0.3 0.319
O -0.1871 -0.2695 3.8188 2.0 2.5 0.0 -0.709
H -0.7574 3.2971 -1.4497 1.9 1.9 0.5 0.323
H 0.6275 2.8859 -1.1764 0.2 -0.3 -0.1 0.361
O 0.1260 3.7043 -1.1928 -1.3 0.1 -0.3 -0.729
H 2.7203 1.9217 -1.5618 1.1 -1.0 2.1 0.372
H 2.1358 1.4964 -0.1904 2.5 -0.2 -1.2 0.345
O 3.0525 1.4956 -0.6866 -3.8 2.6 -0.1 -0.719
H 2.7789 -0.8062 -0.0680 -1.4 -0.3 1.2 0.245
H 1.6033 -0.6191 1.0868 -0.1 1.3 0.6 0.256
O 2.0473 -1.1794 0.4831 1.2 -1.6 -1.6 -0.488
H -2.4323 -2.7901 0.1443 1.3 0.5 0.3 0.304
H -1.7800 -2.4620 1.6674 1.1 -0.1 -0.7 0.300
O -2.5118 -2.6045 1.0850 -2.4 -0.2 0.5 -0.623
H 2.2152 -3.7406 0.3712 -0.4 0.9 -1.0 0.309
H 1.6190 -3.7144 -1.1986 0.6 0.2 1.8 0.317
O 1.9148 -4.2219 -0.4064 -0.3 -1.1 -0.9 -0.652
```
Positions in Å, forces in eV/Å.

molar mass	266.29	g mol⁻¹
energy relative to the best compared isomer or geometry (same formula, charge and spin)	353.31	kJ/mol
energy	-1333.99961	Eh
charge	-1
orbital gap	6.80	eV

Here is a cluster of 9 separate species, C3H24NO9 in total at a distorted geometry from the Open Molecules 2025 dataset. Energies are from the ωB97M-V functional and the def2-TZVPD basis.

Geometry as XYZ:
```
37
Properties=species:S:1:pos:R:3:forces:R:3:mulliken_charge:R:1
C -3.1477 -0.4297 0.1077 2.2 -0.9 -0.3 -0.406
O -2.7463 -1.6486 0.8983 -4.6 3.8 2.2 -0.584
C -2.1868 0.7815 0.5600 1.8 -1.3 -2.2 0.380
C -2.5739 1.4511 1.8034 -1.9 2.4 1.6 -1.119
N -0.8379 0.1715 0.8128 0.1 0.4 0.7 -0.092
H -4.2439 -0.3137 0.2965 1.0 0.1 -0.4 0.346
H -2.7829 -0.6370 -0.9534 -1.1 0.4 1.1 0.132
H -2.1582 1.6162 -0.2623 0.2 -2.0 1.1 0.283
H -2.6775 2.5648 1.6389 -0.5 -1.0 0.0 0.286
H -3.5392 1.0039 2.0815 0.0 0.7 0.6 0.316
H -1.9203 1.5073 2.6784 0.3 -1.0 -0.3 0.129
H -1.0285 -0.6357 1.4930 0.9 1.5 -1.8 0.210
H -0.2046 0.0011 -0.0128 -2.1 -0.3 1.4 -0.015
H 1.8604 0.4501 3.7264 -2.3 2.9 -1.0 0.310
H 0.5637 1.4755 3.6714 -3.3 0.0 1.8 0.274
O 1.3765 1.2937 3.3254 5.7 -3.5 0.2 -0.622
H 2.8914 -0.2372 0.9673 0.6 -0.6 -0.7 0.347
H 3.7170 -0.9483 -0.1248 -0.3 0.1 -1.4 0.295
O 3.6329 -0.8579 0.8015 0.0 0.5 2.5 -0.643
H 2.8614 0.9626 -1.7108 2.0 2.1 -0.2 0.300
H 2.3508 2.0866 -2.4286 2.8 0.4 0.9 0.338
O 3.2801 1.8888 -1.9937 -4.8 -2.7 -0.7 -0.686
H 1.5600 -1.7476 -1.1313 1.1 1.6 0.5 0.052
H 1.5110 -1.2942 -3.6667 7.2 -3.1 3.0 0.264
O 1.7219 -0.7777 -1.0213 -0.9 -1.0 -0.3 -0.328
H 0.6339 -2.7790 -1.4556 -1.7 -2.8 0.5 0.444
H 0.2369 -0.9101 -3.3186 -4.0 0.9 4.1 0.392
O 0.8022 -0.9681 -4.0072 -3.2 2.3 -7.5 -0.606
H 0.6676 2.0597 1.0060 1.7 0.2 1.4 0.307
H 1.9096 2.4541 2.0258 0.1 -0.9 2.4 0.314
O 1.5393 2.5131 1.1926 -1.8 1.0 -4.7 -0.664
H -2.1524 -2.1494 0.4675 3.3 -2.2 -2.8 0.259
H -0.5641 -3.8821 -1.1965 1.7 0.8 -0.2 0.305
O 0.4216 -3.7339 -1.1419 -0.6 1.6 -0.6 -0.688
H 0.7575 -0.4618 -1.1593 0.3 -0.2 -1.1 0.069
H -0.8192 0.5186 -2.0519 -0.4 2.3 -0.5 0.160
O -0.7123 -0.3885 -1.9179 0.6 -2.4 0.7 -1.062
```
Positions in Å, forces in eV/Å.

molar mass	218.22	g mol⁻¹
energy relative to the best compared isomer or geometry (same formula, charge and spin)	622.17	kJ/mol
energy	-860.50935	Eh
charge	-1
orbital gap	7.86	eV